Record 1
Formula: C6H10O
Source: the Open Molecules 2025 dataset
Level of theory: ωB97M-V/def2-TZVPD

Last column: Löwdin charge in e.
Cartesian coordinates (Å):
C: -1.569 2.196 -1.153  0.153
C: -0.037 0.776 0.808  -0.089
C: -0.480 -0.298 1.457  -0.080
C: 0.184 -1.571 0.993  -0.184
C: 1.283 -1.050 0.039  -0.131
C: 0.874 0.392 -0.325  -0.345
O: 0.133 0.533 -1.561  -0.073
H: -2.314 1.364 -1.145  -0.053
H: -1.396 2.349 -2.233  -0.064
H: -0.406 1.791 0.891  0.073
H: -1.257 -0.280 2.216  0.104
H: -0.534 -2.237 0.496  0.108
H: 0.606 -2.141 1.829  0.107
H: 2.232 -0.999 0.586  0.117
H: 1.452 -1.683 -0.838  0.114
H: 1.740 1.043 -0.470  0.144
H: -0.513 -0.186 -1.591  0.100

Values from the calculation:
- Kohn-Sham gap (Eh) = 0.3251
- 2S+1 = 1

=====

Record 2
Formula: C2H3I2NO
Source: the Open Molecules 2025 dataset
Level of theory: ωB97M-V/def2-TZVPD

Last column: Löwdin charge in e.
Cartesian coordinates (Å):
C: -0.538 1.769 1.400  0.010
C: 1.350 -0.349 -0.320  -0.069
N: -0.060 0.750 1.119  -0.145
O: 0.498 -0.415 0.806  -0.184
I: -3.307 0.893 -0.968  0.039
I: -2.664 -1.578 -0.226  0.061
H: 1.744 -1.360 -0.428  0.098
H: 2.174 0.355 -0.155  0.097
H: 0.803 -0.064 -1.228  0.093

Values from the calculation:
- Kohn-Sham gap (Eh) = 0.2808
- 2S+1 = 1

=====

Record 3
Formula: C49H93N8O4PS4
Source: the Open Molecules 2025 dataset
Level of theory: ωB97M-V/def2-TZVPD

Last column: Löwdin charge in e.
Cartesian coordinates (Å):
C: 6.660 -0.178 2.079  -0.112
C: 5.617 -1.065 1.377  -0.249
C: 5.129 -0.494 0.025  -0.220
C: 5.275 -1.476 -1.146  -0.219
C: 4.267 -2.651 -1.083  -0.209
C: 3.253 -2.653 -2.245  -0.203
C: 1.813 -2.967 -1.792  -0.190
C: 0.756 -2.166 -2.566  -0.166
N: -0.364 -1.703 -1.693  -0.165
C: -1.704 -2.005 -2.241  -0.202
C: -2.799 -2.175 -1.162  -0.184
C: -2.316 -2.076 0.286  -0.208
C: -1.372 -3.232 0.680  -0.187
C: -0.262 -2.770 1.633  -0.216
C: -0.773 -2.541 3.062  -0.220
C: 0.013 -1.475 3.827  -0.270
C: 1.505 -1.783 3.961  -0.104
C: -0.149 -0.432 -1.227  -1.012
S: 1.278 0.024 -0.539  0.749
S: -1.428 0.778 -1.503  0.954
C: -1.625 1.660 0.069  -0.451
C: -1.366 3.171 -0.074  -0.219
C: 0.120 3.522 0.168  -0.165
C: 0.832 4.575 -0.694  -0.482
P: 2.645 4.305 -0.273  0.797
N: 2.890 4.370 1.266  -0.255
O: 0.462 5.868 -0.134  -0.180
S: 0.699 7.024 -1.182  0.591
O: -0.391 7.941 -1.094  -0.231
O: 2.046 7.503 -1.102  -0.236
O: 0.554 6.127 -2.474  -0.165
C: 0.504 4.687 -2.194  -0.242
C: 1.483 4.015 -3.153  -0.165
C: 1.113 2.558 -3.446  -0.274
C: 2.179 1.839 -4.269  -0.535
S: 3.739 1.556 -3.374  0.706
H: 7.678 -0.476 1.809  0.066
H: 6.527 0.875 1.814  0.064
H: 6.584 -0.266 3.165  0.063
H: 4.760 -1.197 2.041  0.093
H: 6.036 -2.060 1.201  0.097
H: 5.671 0.430 -0.210  0.100
H: 4.069 -0.230 0.108  0.060
H: 5.148 -0.914 -2.080  0.071
H: 6.303 -1.859 -1.151  0.097
H: 3.726 -2.583 -0.136  0.079
H: 4.845 -3.578 -1.094  0.085
H: 3.573 -3.399 -2.976  0.075
H: 3.299 -1.678 -2.747  0.081
H: 1.705 -2.741 -0.730  0.070
H: 1.624 -4.031 -1.972  0.106
H: 0.318 -2.770 -3.361  0.119
H: 1.219 -1.294 -3.041  0.100
H: -1.993 -1.260 -2.992  0.093
H: -1.615 -2.949 -2.780  0.116
H: -3.239 -3.173 -1.281  0.100
H: -3.605 -1.462 -1.363  0.101
H: -1.861 -1.099 0.485  0.076
H: -3.209 -2.110 0.922  0.095
H: -1.974 -3.977 1.214  0.093
H: -0.928 -3.678 -0.212  0.103
H: 0.581 -3.466 1.617  0.103
H: 0.113 -1.804 1.263  0.066
H: -0.760 -3.477 3.635  0.105
H: -1.826 -2.227 3.023  0.105
H: -0.417 -1.336 4.824  0.075
H: -0.094 -0.510 3.308  0.100
H: 1.673 -2.632 4.632  0.074
H: 1.957 -2.020 2.993  0.057
H: 2.047 -0.926 4.371  0.069
H: -2.648 1.460 0.401  0.078
H: -0.947 1.241 0.817  0.068
H: -1.940 3.661 0.720  0.116
H: -1.779 3.543 -1.013  0.095
H: 0.187 3.934 1.179  0.122
H: 0.734 2.617 0.181  0.046
H: 3.370 5.184 -1.092  0.031
H: 2.824 3.036 -0.850  -0.002
H: 3.549 5.097 1.512  -0.028
H: -0.520 4.418 -2.454  0.150
H: 1.427 4.593 -4.083  0.136
H: 2.516 4.082 -2.813  0.061
H: 0.165 2.539 -3.992  0.119
H: 1.004 2.015 -2.503  0.038
H: 1.810 0.865 -4.596  0.061
H: 2.441 2.430 -5.151  0.074
H: 3.166 1.051 -2.269  -0.192
C: 8.305 -1.025 -3.795  -0.098
C: 8.820 -2.273 -4.502  -0.258
C: 7.719 -3.010 -5.272  -0.188
C: 6.683 -3.541 -4.387  -0.200
N: 5.866 -3.952 -3.693  0.187
H: 7.557 -1.276 -3.043  0.049
H: 9.120 -0.503 -3.294  0.075
H: 7.849 -0.333 -4.505  0.079
H: 9.272 -2.954 -3.778  0.112
H: 9.602 -2.001 -5.213  0.106
H: 8.137 -3.842 -5.841  0.117
H: 7.246 -2.336 -5.990  0.121
C: -3.537 8.074 -0.261  -0.102
C: -4.407 9.284 -0.573  -0.256
C: -5.784 9.220 0.098  -0.191
C: -6.585 8.100 -0.395  -0.217
N: -7.212 7.219 -0.780  0.165
H: -3.993 7.158 -0.644  0.074
H: -2.556 8.176 -0.717  0.039
H: -3.397 7.960 0.816  0.082
H: -4.536 9.381 -1.652  0.112
H: -3.911 10.194 -0.231  0.109
H: -6.344 10.140 -0.078  0.117
H: -5.675 9.113 1.179  0.120
C: 4.130 -7.522 -0.776  -0.106
C: 3.215 -7.723 0.426  -0.259
C: 2.505 -6.431 0.843  -0.189
C: 3.448 -5.411 1.300  -0.227
N: 4.191 -4.599 1.622  0.174
H: 4.932 -6.818 -0.549  0.072
H: 4.587 -8.465 -1.075  0.071
H: 3.574 -7.132 -1.631  0.075
H: 3.787 -8.110 1.270  0.111
H: 2.451 -8.467 0.192  0.107
H: 1.790 -6.622 1.645  0.118
H: 1.939 -6.023 0.002  0.111
C: -8.287 5.344 -3.378  -0.125
C: -9.694 5.865 -3.133  -0.269
C: -10.778 4.824 -3.432  -0.198
C: -10.817 4.448 -4.845  -0.244
N: -10.850 4.156 -5.955  0.138
H: -8.134 5.082 -4.427  0.071
H: -7.555 6.099 -3.102  0.038
H: -8.089 4.456 -2.773  0.076
H: -9.872 6.756 -3.739  0.111
H: -9.790 6.167 -2.089  0.097
H: -11.763 5.205 -3.156  0.115
H: -10.607 3.922 -2.840  0.118
C: -0.293 -0.251 8.793  -0.106
C: -1.802 -0.451 8.725  -0.262
C: -2.205 -1.929 8.759  -0.192
C: -1.715 -2.655 7.587  -0.226
N: -1.325 -3.225 6.671  0.165
H: 0.204 -0.696 7.929  0.069
H: -0.045 0.810 8.809  0.073
H: 0.122 -0.706 9.694  0.077
H: -2.198 0.010 7.818  0.110
H: -2.281 0.048 9.570  0.107
H: -3.290 -2.032 8.795  0.116
H: -1.807 -2.411 9.654  0.121
C: -5.273 -6.490 3.246  -0.106
C: -4.806 -5.075 2.933  -0.257
C: -5.100 -4.660 1.487  -0.189
C: -4.358 -5.469 0.521  -0.250
N: -3.745 -6.092 -0.223  0.155
H: -4.748 -7.224 2.633  0.073
H: -5.086 -6.734 4.292  0.073
H: -6.344 -6.600 3.062  0.076
H: -3.735 -4.984 3.124  0.106
H: -5.305 -4.364 3.594  0.109
H: -4.828 -3.615 1.330  0.098
H: -6.167 -4.749 1.271  0.122

Values from the calculation:
- Kohn-Sham gap (Eh) = 0.3063
- 2S+1 = 1
- SMILES = CCCCCCCCN(CCCCCCCC)C(=S)SCCC[C@]1([PH2]=N)OS(=O)(=O)O[C@H]1CCCS.CCCC#N.CCCC#N.CCCC#N.CCCC#N.CCCC#N.CCCC#N

=====

Record 4
Formula: C2H3CoO
Source: the Open Molecules 2025 dataset
Level of theory: ωB97M-V/def2-TZVPD

Last column: Löwdin charge in e.
Cartesian coordinates (Å):
O: -0.505 1.043 0.166  -0.034
C: -1.004 -0.023 0.179  -0.182
C: -0.819 -1.317 0.236  0.089
H: -0.571 -1.833 -0.695  0.108
H: 2.057 2.236 -1.375  -0.016
H: -0.688 -1.766 1.223  0.106
Co: 1.529 1.661 0.266  0.929

Values from the calculation:
- Kohn-Sham gap (alpha / beta) (Eh) = 0.3093 / 0.2855
- charge = +1
- 2S+1 = 4

=====

Record 5
Formula: C4H4F3N
Source: the Open Molecules 2025 dataset
Level of theory: ωB97M-V/def2-TZVPD

Last column: Löwdin charge in e.
Cartesian coordinates (Å):
C: -1.636 -1.419 -0.030  0.047
C: -1.687 -0.230 -0.524  -0.060
C: -1.267 0.213 -1.948  -0.603
F: -2.407 0.104 -2.719  0.094
F: -0.889 1.517 -1.995  0.104
F: -0.313 -0.436 -2.568  0.153
H: -1.129 -2.145 -0.655  0.076
H: -2.101 -1.880 0.804  0.064
H: -2.302 0.547 -0.106  0.111
C: 2.404 0.498 -0.745  -0.082
N: 2.590 0.119 0.302  0.068
H: 2.421 0.758 -1.729  0.027

Values from the calculation:
- Kohn-Sham gap (Eh) = 0.4498
- 2S+1 = 1
- SMILES = C=CC(F)(F)F.C#N

=====

Record 6
Formula: C3H10NS2
Source: the Open Molecules 2025 dataset
Level of theory: ωB97M-V/def2-TZVPD

Last column: Löwdin charge in e.
Cartesian coordinates (Å):
C: -1.076 1.223 0.718  -0.034
C: -0.307 0.384 -0.224  -0.488
C: 1.052 -0.166 0.214  -1.003
N: -1.011 -0.882 -0.624  0.149
S: 0.973 -1.460 1.484  0.769
S: 2.052 -0.736 -1.207  0.797
H: -0.647 2.138 0.728  0.059
H: -2.040 1.505 0.379  0.089
H: -1.244 0.959 1.792  0.129
H: -0.174 0.787 -1.166  0.108
H: 1.630 1.097 0.647  0.225
H: -2.033 -0.692 -0.593  0.184
H: -0.694 -1.603 0.136  0.100
H: -0.634 -1.072 -1.553  0.138
H: 2.341 -1.724 1.203  -0.044
H: 1.813 0.242 -1.936  -0.178

Values from the calculation:
- Kohn-Sham gap (Eh) = 0.3673
- charge = +1
- 2S+1 = 1

=====

Record 7
Formula: C3H3NO2
Source: the Open Molecules 2025 dataset
Level of theory: ωB97M-V/def2-TZVPD

Last column: Löwdin charge in e.
Cartesian coordinates (Å):
C: -1.403 -0.029 -0.186  -0.014
C: -0.116 -0.345 0.506  -0.528
O: 0.064 -1.029 1.487  0.100
N: 0.954 0.193 -0.218  0.174
C: 2.191 0.393 -0.126  -0.232
O: 3.315 0.618 -0.227  0.212
H: -1.674 1.019 -0.054  0.083
H: -2.246 -0.629 0.126  0.076
H: -1.085 -0.190 -1.309  0.128

Values from the calculation:
- Kohn-Sham gap (Eh) = 0.4084
- 2S+1 = 1
- SMILES = CC(=O)N=C=O

=====

Record 8
Formula: C43H38Cl4F4O6
Source: the Open Molecules 2025 dataset
Level of theory: ωB97M-V/def2-TZVPD

Last column: Löwdin charge in e.
Cartesian coordinates (Å):
F: 5.447 8.105 -5.472  0.047
C: 5.455 7.592 -4.208  -0.269
C: 4.867 6.346 -3.892  -0.015
C: 4.815 5.784 -2.597  -0.072
C: 5.383 6.529 -1.575  -0.118
C: 5.973 7.732 -1.865  -0.086
C: 6.047 8.289 -3.172  -0.008
H: 4.461 5.747 -4.694  0.104
H: 4.253 4.885 -2.391  0.102
H: 5.299 6.262 -0.532  0.102
H: 6.347 8.286 -1.017  0.099
H: 6.590 9.153 -3.525  0.113
F: -10.565 3.708 -0.401  0.054
C: -10.912 2.565 -1.027  -0.278
C: -12.233 2.358 -1.325  -0.043
C: -12.589 1.213 -1.973  -0.086
C: -11.668 0.167 -2.241  -0.093
C: -10.337 0.343 -1.882  -0.082
C: -9.957 1.526 -1.172  0.008
H: -12.920 3.098 -0.942  0.121
H: -13.618 1.048 -2.257  0.101
H: -11.955 -0.616 -2.927  0.096
H: -9.632 -0.383 -2.259  0.098
H: -8.900 1.628 -0.976  0.103
F: 4.195 -0.953 -5.821  0.037
C: 3.017 -0.247 -5.890  -0.287
C: 2.819 0.669 -6.908  -0.001
C: 1.592 1.371 -6.974  -0.074
C: 0.622 1.070 -6.052  -0.103
C: 0.909 0.199 -5.006  -0.080
C: 2.114 -0.456 -4.934  -0.041
H: 3.649 0.948 -7.540  0.113
H: 1.418 2.207 -7.636  0.104
H: -0.341 1.559 -6.024  0.102
H: 0.210 0.088 -4.190  0.105
H: 2.282 -1.144 -4.118  0.125
F: -2.908 6.310 -4.759  0.066
C: -2.273 7.481 -4.587  -0.297
C: -1.249 7.674 -3.763  -0.035
C: -0.658 8.926 -3.667  -0.092
C: -1.087 9.971 -4.421  -0.117
C: -2.069 9.818 -5.403  -0.063
C: -2.712 8.563 -5.391  -0.001
H: -0.778 6.925 -3.145  0.121
H: 0.269 9.077 -3.134  0.109
H: -0.771 11.003 -4.371  0.101
H: -2.497 10.675 -5.901  0.102
H: -3.608 8.446 -5.982  0.107
C: -3.864 -6.912 5.614  -0.041
C: -4.072 -6.974 6.991  -0.051
C: -3.875 -5.916 7.819  -0.294
C: -3.470 -4.657 7.210  0.023
C: -3.134 -4.694 5.845  -0.012
C: -3.305 -5.817 5.025  -0.347
O: -2.948 -5.863 3.711  0.056
O: -4.137 -5.912 9.192  0.025
H: -3.884 -7.873 5.122  0.115
H: -4.562 -7.842 7.407  0.113
H: -3.067 -3.860 7.817  0.108
H: -2.764 -3.839 5.298  0.112
H: -3.344 -6.684 3.409  0.097
H: -4.439 -6.748 9.554  0.096
C: 7.221 -0.708 6.182  -0.036
C: 6.529 -1.887 5.908  -0.027
C: 5.320 -1.763 5.270  -0.340
C: 4.870 -0.509 4.855  -0.007
C: 5.502 0.698 5.226  0.012
C: 6.725 0.547 5.883  -0.318
O: 7.594 1.541 6.261  0.030
O: 4.609 -2.919 5.158  0.046
H: 8.220 -0.877 6.556  0.113
H: 7.005 -2.829 6.136  0.117
H: 3.925 -0.478 4.334  0.113
H: 5.112 1.620 4.820  0.113
H: 8.470 1.175 6.404  0.092
H: 5.150 -3.566 5.616  0.091
C: 3.097 -9.434 -0.975  -0.018
C: 3.152 -8.041 -0.936  -0.018
C: 3.024 -7.377 0.277  -0.314
C: 2.677 -8.052 1.458  -0.020
C: 2.434 -9.421 1.394  -0.008
C: 2.707 -10.081 0.190  -0.361
O: 2.400 -11.379 0.218  0.053
O: 3.067 -6.020 0.475  0.029
H: 3.166 -9.880 -1.956  0.113
H: 3.255 -7.442 -1.829  0.116
H: 2.356 -7.609 2.389  0.113
H: 1.922 -9.972 2.169  0.118
H: 2.574 -11.727 -0.660  0.104
H: 2.916 -5.839 1.406  0.091
C: -1.154 0.893 1.480  -2.007
Cl: -0.074 1.892 0.560  0.561
Cl: -1.131 1.275 3.217  0.484
Cl: -2.890 1.094 1.171  0.500
Cl: -0.682 -0.873 1.260  0.460

Values from the calculation:
- Kohn-Sham gap (Eh) = 0.2903
- 2S+1 = 1

=====

no.,DFT total energy (a.u.)
1,-309.66647
2,-803.26646
3,-4595.86114
4,-1535.55667
5,-509.12043
6,-971.09635
7,-321.35320
8,-4352.85027